(1)
44
Properties=species:S:1:pos:R:3:mulliken_charge:R:1 method="wB97M-V/def2-TZVPD" s2=0.754 multiplicity=2 lumo_ha="-0.0119 / -0.0213" orbital_gap_ev="4.023 / 4.433" total_charge=0
C 2.496 -0.043 -0.597 -0.556
C 2.548 -1.266 -1.336 -0.735
C 1.916 -1.085 -2.586 -0.318
C 1.622 0.309 -2.720 -0.721
C 1.950 0.932 -1.453 -0.478
Yb -1.191 0.076 1.156 0.108
P -0.677 1.462 3.234 -0.168
H 2.843 0.151 0.432 0.447
H 2.758 -2.227 -0.860 0.354
H 1.512 -1.871 -3.225 0.399
H 1.724 1.979 -1.135 0.352
H 0.970 0.763 -3.433 0.418
H -0.318 2.839 3.170 0.106
H 0.315 0.795 4.122 0.028
H -1.963 1.313 3.864 0.058
C -2.775 -1.779 2.075 -0.824
N -3.518 -0.657 1.395 0.529
C -4.758 -0.235 2.154 -1.116
P -3.623 -0.833 -0.254 0.553
O -2.201 -0.874 -0.751 -0.930
N -4.191 -2.260 -0.793 0.299
C -3.562 -2.930 -1.898 -0.991
C -5.553 -2.710 -0.381 -0.902
N -4.369 0.491 -0.867 0.137
C -4.176 1.829 -0.257 -0.718
C -4.348 0.512 -2.357 -0.948
H -2.673 -1.473 3.134 0.449
H -1.753 -1.986 1.635 0.283
H -3.333 -2.739 2.049 0.308
H -4.624 -0.634 3.161 0.417
H -4.802 0.853 2.178 0.259
H -5.668 -0.659 1.743 0.326
H -2.525 -2.677 -1.966 0.307
H -3.650 -4.008 -1.725 0.342
H -4.063 -2.699 -2.831 0.358
H -5.652 -3.739 -0.769 0.381
H -5.673 -2.719 0.733 0.215
H -6.332 -2.082 -0.844 0.275
H -3.106 2.095 -0.171 0.190
H -4.621 2.512 -0.970 0.413
H -4.678 1.923 0.700 0.120
H -3.319 0.711 -2.748 0.323
H -4.767 -0.415 -2.792 0.241
H -4.996 1.363 -2.638 0.412

***

(2)
33
Properties=species:S:1:pos:R:3:mulliken_charge:R:1 method="wB97M-V/def2-TZVPD" s2=2.008 multiplicity=3 lumo_ha="0.0304 / -0.1368" e_above_lowest_kcal_mol=0.0 orbital_gap_ev="4.168 / 6.541" total_charge=0
C -1.986 0.902 -1.522 -1.146
C -1.265 -0.261 -2.080 -0.475
C -1.049 1.666 -0.571 -0.021
C 0.180 0.123 -2.033 -0.096
C 0.312 0.856 -0.627 0.855
C -1.597 1.795 0.786 -1.428
C 1.167 -0.972 -2.374 -1.255
C 2.304 -2.089 1.230 -0.877
C -0.278 -0.059 3.352 -0.707
O -0.613 -1.540 0.966 -0.723
O 1.472 1.570 -0.474 -0.555
O 1.828 -0.952 0.491 -0.302
O 0.682 0.169 2.320 -0.122
P 0.341 -0.420 0.862 0.373
H -2.264 1.737 -2.151 0.308
H -2.846 0.604 -1.010 0.453
H -1.270 -1.076 -1.286 0.313
H -1.519 -0.541 -3.147 0.369
H -0.759 2.581 -1.140 0.666
H 0.480 0.945 -2.752 0.371
H -2.177 2.775 0.946 0.363
H -0.773 1.648 1.528 0.275
H -2.428 1.059 0.953 0.360
H 1.112 -1.814 -1.587 0.163
H 2.206 -0.608 -2.667 0.309
H 0.800 -1.612 -3.272 0.356
H 3.352 -2.363 0.861 0.237
H 1.536 -2.849 1.291 0.325
H 2.367 -1.621 2.274 0.289
H 0.102 0.106 4.428 0.265
H -0.462 -1.128 3.562 0.279
H -1.225 0.364 3.158 0.307
H 2.271 1.003 -0.313 0.467

***

(3)
7
Properties=species:S:1:pos:R:3:mulliken_charge:R:1 method="wB97M-V/def2-TZVPD" multiplicity=1 lumo_ha=0.0281 e_above_lowest_kcal_mol=78.6 orbital_gap_ev=11.100 total_charge=0 smiles="N/C=N/F"
C -0.002 -0.285 0.284 0.154
N 0.239 -0.361 -1.198 -0.491
N 0.670 0.550 0.873 -0.280
F -0.024 0.812 2.139 -0.207
H -1.030 -0.725 0.520 0.275
H -0.603 -0.417 -1.639 0.247
H 0.750 0.425 -0.979 0.301

***

(4)
44
Properties=species:S:1:pos:R:3:mulliken_charge:R:1 method="wB97M-V/def2-TZVPD" multiplicity=1 lumo_ha=-0.1474 e_above_lowest_kcal_mol=55.3 orbital_gap_ev=5.629 total_charge=0
O 1.118 0.717 3.285 -0.532
V 0.234 -0.614 3.517 1.407
O 1.309 -1.790 3.590 -0.465
O -0.632 -3.281 -2.072 -0.497
V -1.309 -1.982 -2.578 1.323
O -0.335 -1.283 -3.676 -0.567
S -0.140 -0.112 0.261 0.531
O 1.265 0.116 0.037 -0.180
O -0.879 1.158 0.411 -0.747
O -0.702 -0.906 -0.871 0.598
O -0.368 -0.910 1.496 -0.340
O -0.322 3.699 0.880 -0.645
H -0.427 2.728 0.837 0.355
H 0.311 3.850 1.589 0.314
O 2.854 2.353 -0.294 -0.745
H 2.288 1.595 -0.046 0.431
H 2.263 2.947 -0.773 0.376
O 3.579 -0.553 1.738 -0.648
H 2.629 -0.517 1.568 0.251
H 3.923 -1.178 1.093 0.318
O -3.652 -1.393 0.939 -0.693
H -3.131 -0.582 1.016 0.169
H -3.785 -1.693 1.843 0.323
O -2.872 1.707 -1.181 -0.725
H -3.182 2.552 -0.838 0.312
H -2.178 1.409 -0.540 0.307
O 4.535 0.512 -1.538 -0.687
H 3.887 1.129 -1.144 0.402
H 3.994 -0.138 -2.000 0.318
O -3.214 -2.440 -1.508 -0.509
H -3.829 -3.177 -1.580 0.320
H -3.390 -2.041 -0.627 0.407
O 2.237 -1.826 -1.786 -0.687
H 2.928 -2.249 -1.265 0.324
H 1.843 -1.188 -1.184 0.147
O 0.383 2.200 -2.023 -0.629
H -0.242 2.912 -2.197 0.329
H 0.189 1.928 -1.116 0.157
O 0.587 -3.400 0.550 -0.731
H 0.984 -3.301 -0.326 0.287
H 0.256 -2.517 0.775 0.308
O -3.248 2.157 1.941 -0.611
H -3.350 1.287 2.334 0.233
H -2.408 2.115 1.457 0.391

***

Looking at energy for the records above, in order, we have -2515.416563, -996.399778, -249.141409, -3728.918472 Ha.